Record 1
98
Properties=species:S:1:pos:R:3:mulliken_charge:R:1 method="wB97M-V/def2-TZVPD" energy_ev=-307760.1604 e_lumo_ev=-8.1 mol_weight_da=1363.92 total_charge=+2
Cs 0.667 2.314 -4.430 1.041
Br -3.158 1.262 -6.385 -0.219
Ca 10.735 7.409 0.617 0.984
Ca 4.171 1.014 0.478 1.286
Cl -8.778 -3.521 -1.621 -0.147
Cl -6.090 -3.693 -0.492 -0.036
Cl -5.856 -4.808 1.743 -0.412
Cl 7.205 -4.789 2.903 -0.775
Cl 7.665 0.075 4.903 -0.170
Cl 7.803 -0.526 2.048 -0.206
Cl 7.564 -2.710 3.965 -0.052
S 5.539 4.064 -0.941 1.004
S 7.881 5.173 -1.486 1.033
S 3.243 -0.945 2.234 -0.034
P -5.918 0.878 -4.746 0.188
F 4.788 4.430 1.568 -0.206
F 9.923 6.911 -1.287 -0.311
F 8.935 6.454 0.628 -0.308
F 3.808 5.713 0.165 -0.203
F 3.223 3.636 0.295 -0.155
F 7.983 7.736 -0.827 -0.123
O 1.172 -1.528 4.328 -0.581
O -3.885 2.100 0.819 -0.471
O 2.847 -2.886 4.165 -0.702
O 0.535 2.462 -1.501 -0.700
O 8.794 4.094 -1.243 -0.607
O 5.948 2.702 -0.605 -0.746
O 0.973 -3.566 4.987 -0.589
O 7.718 5.543 -2.857 -0.579
O 4.850 4.194 -2.190 -0.614
N 6.574 5.202 -0.588 -0.236
N 1.657 -2.670 4.509 1.044
N 9.259 -6.927 1.361 -0.364
C -0.558 1.015 0.168 1.118
C -7.188 -4.281 -1.751 -0.393
C -1.711 -4.287 1.835 -1.121
C -4.384 1.264 -2.172 0.760
C 8.703 6.628 -0.725 0.949
C -1.790 1.555 -3.668 -3.436
C -4.469 -1.457 1.859 -0.175
C -1.796 1.600 -2.118 0.319
C -4.423 1.186 -3.666 0.410
C -3.129 1.342 -4.379 -0.809
C -1.762 0.942 0.799 0.580
C -2.992 -3.584 1.795 0.157
C -5.672 1.102 -1.350 -0.342
C -8.307 0.192 -3.387 -0.758
C -1.830 0.234 2.155 -1.621
C -0.497 -3.478 1.959 -0.995
C 4.288 4.484 0.321 0.549
C 1.151 0.975 2.202 -0.093
C 7.123 -1.032 3.616 0.603
C -6.078 -0.023 -0.669 -0.409
C 2.735 0.872 2.371 -1.422
C -5.987 -1.018 -4.877 -0.793
C -3.058 -2.121 1.899 1.297
C -1.845 -1.312 2.029 0.078
C 0.731 0.354 0.786 0.215
C -0.466 1.768 -1.177 -0.247
C -3.051 1.571 0.145 -0.320
C -3.108 1.472 -1.430 0.086
C -0.567 -2.019 2.072 0.238
C -7.523 1.465 -3.954 -0.458
H -0.772 1.672 -4.224 2.970
H -5.054 -1.296 -5.446 0.373
H 8.854 -7.811 1.675 0.397
H 0.613 -0.765 0.795 0.717
H 0.846 2.045 2.316 0.477
H -5.086 -1.956 1.069 -0.330
H -3.948 -4.174 1.680 -0.309
H 6.040 -0.972 3.552 -0.233
H -6.326 2.014 -1.264 0.377
H -8.696 -0.460 -4.217 0.332
H 0.508 -3.958 1.991 0.420
H 2.360 -1.704 3.019 0.183
H -1.013 0.583 2.840 0.222
H -7.370 2.199 -3.115 0.330
H 9.177 -6.856 0.347 0.386
H 8.748 -6.139 1.807 0.091
H 0.383 -1.459 2.159 -0.099
H 3.181 1.473 1.511 0.587
H -6.319 0.075 0.423 0.402
H -7.299 -5.357 -1.644 0.360
H -6.251 -1.026 -1.146 -0.460
H 0.724 0.387 3.058 0.366
H 1.595 0.543 0.060 -0.239
H 10.244 -6.890 1.628 0.392
H -6.852 -1.237 -5.552 0.379
H -4.365 -0.353 1.689 -0.007
H -8.195 1.908 -4.739 0.423
H 3.070 1.298 3.350 0.528
H -6.765 -4.047 -2.726 0.246
H -6.048 -1.512 -3.879 0.077
H -1.646 -5.401 1.762 0.382
H -9.196 0.498 -2.763 0.337
H -7.676 -0.452 -2.732 -0.076
H -4.997 -1.616 2.834 0.338
H -2.782 0.538 2.680 0.664

---

Record 2
89
Properties=species:S:1:pos:R:3:mulliken_charge:R:1 method="wB97M-V/def2-TZVPD" energy_ev=-212956.0781 e_lumo_ev=-3.7 mol_weight_da=945.90
Br 2.532 2.532 1.345 -0.624
Ca -1.504 2.535 0.794 1.010
Ca 1.332 -4.482 0.251 1.103
K 4.932 6.118 2.869 1.017
S 6.171 4.275 1.032 1.036
S 0.823 -3.427 -2.443 1.360
F 1.152 -2.610 -3.956 -0.401
O -5.884 0.945 -4.574 -0.503
O 4.659 4.592 1.115 -0.747
O -1.505 5.863 1.743 -0.575
O 4.226 1.552 1.176 -0.563
O -4.391 -0.086 -5.786 -0.539
O -1.219 6.320 3.691 -0.634
O 6.901 5.613 0.751 -0.562
O -4.001 4.323 -1.966 -0.389
O 6.619 3.702 2.611 -0.460
O 1.981 -4.483 -2.294 -0.535
O -1.777 7.943 2.343 -0.655
O -0.499 -4.180 -2.678 -0.598
O 3.847 -6.178 -3.523 -0.819
O 3.848 -2.108 -2.782 -0.507
O -5.564 -1.014 -4.197 -0.430
N -2.651 0.785 -3.171 -0.445
N -3.131 -4.693 2.553 -0.311
C 2.138 -1.183 -0.959 -0.733
C -1.328 -3.484 0.458 2.402
C -4.391 1.258 2.195 -0.560
C -1.247 -0.654 -4.876 -0.449
C 3.265 -1.072 -2.177 0.009
C 6.657 3.060 -0.309 -0.567
C -5.179 -3.644 3.840 -0.976
C 3.875 1.516 -1.464 0.672
C -0.812 -1.187 2.963 -0.894
C 3.697 0.495 -2.573 -0.943
C 3.581 1.056 0.118 0.713
C -1.925 0.018 2.834 0.767
C 0.114 -1.264 1.593 -0.580
C -5.233 -0.053 -4.902 0.842
C -2.354 2.872 3.345 -0.351
C 1.323 -0.109 1.534 -0.903
C -0.286 -5.444 1.914 -0.824
C -2.635 -3.157 -0.534 -0.987
C -1.515 6.774 2.579 0.687
C -3.442 -0.119 2.228 -0.163
C 0.905 -2.314 -0.951 0.219
C -2.031 0.150 -3.924 0.351
C -4.035 -4.230 3.121 0.453
C -1.422 1.524 3.362 -0.457
C -0.134 -2.367 0.360 0.050
C 2.346 -0.064 0.260 0.533
C 5.956 3.315 -1.768 -0.699
C -3.868 2.738 2.726 -0.335
C 4.338 3.056 -1.818 -0.715
C -0.829 -5.049 0.382 -0.812
H -4.607 5.054 -1.682 0.429
H -0.826 -6.380 2.363 0.267
H -0.730 -1.480 -4.378 -0.024
H 0.081 -5.244 -0.327 0.444
H 3.695 3.804 -1.179 0.219
H 6.186 2.784 2.669 0.414
H -3.592 -2.874 0.106 0.219
H -1.881 -1.092 -5.654 0.305
H -0.324 1.620 3.816 0.057
H -4.519 3.724 2.688 0.367
H -0.484 -0.052 -5.381 0.310
H 6.565 2.658 -2.551 0.367
H 3.017 -5.744 -3.607 0.268
H 1.456 0.661 2.409 0.159
H 3.878 0.724 -3.710 0.269
H 4.008 3.240 -2.950 0.378
H 0.865 -5.747 1.814 0.383
H -0.310 -4.535 2.651 0.194
H -1.239 -2.217 3.314 0.260
H -2.926 -4.176 -1.083 0.334
H -1.878 3.869 3.785 0.255
H 6.164 4.444 -2.056 0.287
H -3.192 4.678 -2.415 0.386
H -5.968 -4.383 4.015 0.334
H -1.791 -3.372 1.554 -1.134
H -3.830 -1.168 1.830 0.199
H -0.061 -0.840 3.824 0.445
H -2.371 -2.377 -1.366 0.093
H 6.547 1.923 0.040 0.310
H -5.504 1.243 1.765 0.289
H 7.831 3.202 -0.475 0.438
H -5.628 -2.817 3.280 0.267
H -4.883 -3.249 4.818 0.293
H -1.702 -5.821 0.153 0.495
H -4.472 3.663 -2.536 0.445

---

Record 3
73
Properties=species:S:1:pos:R:3:mulliken_charge:R:1 method="wB97M-V/def2-TZVPD" energy_ev=-114700.5969 e_lumo_ev=2.5 relative_energy_kcal_mol=18.8 mol_weight_da=667.97 total_charge=-1
Pd 0.009 0.086 0.145 -0.378
Br 0.017 -0.434 2.571 -0.240
O 0.002 -2.408 0.148 -0.008
N 1.503 0.789 -1.535 0.200
N -0.001 3.066 -0.475 -0.134
N -2.830 2.053 -2.774 -0.098
N 2.839 2.065 -2.764 -0.102
N -1.514 0.786 -1.514 0.192
C 0.013 -4.741 -1.199 -1.969
C 4.154 0.194 -3.899 -1.153
C 3.202 0.758 -3.056 0.453
C -3.198 0.745 -3.052 0.489
C 2.422 -1.412 -2.295 0.236
C 4.219 -1.190 -3.919 -0.347
C 0.005 -3.027 1.260 0.504
C 0.007 -2.981 3.757 -0.386
C -4.216 -1.209 -3.900 -0.336
C 1.816 2.004 -1.841 0.491
C 1.224 3.247 -1.223 -1.074
C 0.000 -5.419 0.177 2.266
C 0.001 -4.372 3.852 -0.389
C -3.377 -1.996 -3.091 -0.640
C -1.257 -6.305 0.227 -1.790
C -1.815 1.998 -1.841 0.478
C 1.243 -6.324 0.238 -1.783
C -0.001 -5.059 2.643 0.589
C 3.369 -1.982 -3.128 -0.599
C -1.247 -4.627 6.016 -1.672
C -4.144 0.175 -3.897 -1.141
C -1.219 3.246 -1.237 -1.069
C -0.003 -5.049 5.222 2.145
C 0.009 -2.357 2.532 -1.108
C 0.002 -4.460 1.385 -0.012
C -2.435 -1.420 -2.256 0.225
C -0.010 -6.574 5.109 -2.093
C -2.355 -0.032 -2.256 -0.404
C 2.348 -0.024 -2.279 -0.395
C 1.244 -4.639 6.017 -1.671
H -0.013 -7.015 6.110 0.445
H 1.251 -7.014 -0.612 0.465
H -1.276 -3.545 6.159 0.312
H 1.283 -3.557 6.160 0.311
H -4.796 0.772 -4.523 0.349
H 1.248 -5.113 7.005 0.435
H -1.309 -6.895 1.144 0.297
H -0.896 -6.933 4.580 0.371
H -2.155 -5.685 0.177 0.381
H 2.150 -4.935 5.484 0.371
H -1.779 -1.990 -1.603 0.163
H -0.003 2.081 -0.014 0.198
H -2.155 -4.914 5.482 0.370
H 2.151 -5.717 0.197 0.384
H 4.945 -1.673 -4.561 0.356
H -4.938 -1.697 -4.543 0.356
H -1.059 3.975 -2.041 0.379
H 1.997 3.665 -0.568 0.323
H 0.892 -4.114 -1.335 0.200
H 0.013 -5.530 -1.960 0.532
H -1.995 3.680 -0.595 0.321
H -3.476 -3.073 -3.122 0.447
H -0.857 -4.104 -1.347 0.156
H 0.873 -6.941 4.581 0.372
H -1.257 -5.101 7.003 0.437
H 1.077 3.989 -2.017 0.376
H 1.279 -6.915 1.155 0.293
H -3.246 2.887 -3.145 0.211
H -1.268 -6.995 -0.623 0.462
H -0.005 -6.142 2.675 0.160
H 3.267 2.902 -3.118 0.209
H 1.759 -1.987 -1.653 0.146
H 0.010 -2.363 4.650 0.336
H 3.464 -3.060 -3.170 0.450
H 4.816 0.796 -4.511 0.352

---

Record 4
76
Properties=species:S:1:pos:R:3:lowdin_spin:R:1 method="wB97M-V/def2-TZVPD" energy_ev=-61848.8287 e_lumo_ev="-7.3 / -7.8" multiplicity=2 relative_energy_kcal_mol=16.5 mol_weight_da=759.80 total_charge=+2
Re 0.059 0.102 0.127 0.825
P -1.971 0.165 1.698 -0.001
F 1.962 -3.119 2.884 0.001
F 1.838 -1.375 4.172 0.000
F 3.407 -1.513 2.680 0.000
O 0.746 0.043 2.113 0.014
O -1.391 -0.045 -1.133 0.054
O 1.104 -1.581 0.760 0.007
N 0.053 -0.495 -2.827 0.008
N 0.886 -0.206 -1.786 -0.007
N 2.088 0.901 0.102 0.012
C -4.618 -0.493 2.282 -0.001
C -4.539 -1.000 -3.966 0.000
C -1.416 -2.683 5.261 0.000
C -1.219 -3.113 3.956 0.000
C 2.890 0.428 -0.891 0.004
C 4.250 0.663 -0.910 0.003
C -1.352 -2.219 2.906 0.000
C -0.724 2.348 3.025 0.002
C 2.133 -1.812 2.963 0.001
C 2.826 -0.653 -3.238 0.003
C 2.640 1.672 1.047 0.001
C -1.744 -1.358 5.510 0.000
C 3.991 1.973 1.065 0.005
C -1.165 -0.340 -2.448 -0.002
C -1.919 1.999 2.122 0.003
C -1.685 -0.883 3.147 0.000
C -4.286 -0.659 -5.288 -0.002
C -2.274 -0.436 -3.393 -0.001
C -3.669 -0.340 1.080 -0.001
C 2.164 -0.211 -1.988 0.027
C -3.181 2.558 2.789 0.000
C -3.025 -0.219 -5.669 0.000
C -3.561 -1.721 0.416 0.000
C -1.887 -0.463 4.459 0.000
C 1.262 -1.100 1.917 0.007
C -3.537 -0.886 -3.018 -0.001
C 4.815 1.442 0.091 0.001
C -1.671 2.729 0.791 0.021
C -2.017 -0.114 -4.730 -0.002
C -4.283 0.692 0.124 0.000
H -1.901 -1.019 6.524 0.000
H -4.607 1.587 0.649 0.000
H -3.365 2.115 3.765 0.000
H -3.728 -1.183 -2.003 0.000
H -2.503 2.685 0.095 0.000
H 5.878 1.641 0.095 0.000
H 1.984 2.053 1.814 0.000
H -3.628 0.984 -0.690 0.000
H -5.608 -0.725 1.886 0.000
H -2.168 0.555 4.685 0.000
H -4.076 2.439 2.186 0.000
H 2.095 -0.955 -3.980 0.000
H -5.181 0.250 -0.311 0.000
H -1.205 -2.575 1.891 0.000
H -5.073 -0.740 -6.024 0.000
H 4.851 0.261 -1.712 0.000
H -5.517 -1.360 -3.678 0.000
H -4.709 0.415 2.873 0.000
H -2.820 -1.770 -0.380 0.000
H -3.036 3.629 2.943 0.000
H 4.378 2.608 1.850 0.000
H -4.535 -1.962 -0.013 0.000
H 3.477 -1.500 -3.008 0.002
H -0.967 -4.146 3.755 0.000
H 3.452 0.145 -3.641 0.001
H -1.035 0.231 -5.020 0.000
H 0.223 2.252 2.502 0.002
H -2.830 0.044 -6.699 0.000
H -0.781 2.340 0.249 0.010
H -0.825 3.398 3.305 0.000
H -1.433 3.775 0.992 0.001
H -4.322 -1.310 2.938 0.000
H -0.668 1.756 3.936 0.000
H -1.319 -3.380 6.082 0.000
H -3.341 -2.496 1.147 0.000

---

Record 5
73
Properties=species:S:1:pos:R:3:lowdin_spin:R:1 method="wB97M-V/def2-TZVPD" energy_ev=-93191.4272 e_lumo_ev="-5.4 / -7.5" multiplicity=7 mol_weight_da=587.42 total_charge=+2
Fe 0.184 1.524 0.180 3.665
P -1.961 2.110 0.559 0.114
P -0.072 -1.766 0.286 0.134
O 0.751 1.582 3.037 0.047
O 1.467 4.448 2.460 0.981
N 0.142 -0.194 0.266 0.566
N 2.159 1.634 -0.720 0.085
N 0.112 3.285 -0.969 0.066
C 2.076 -2.565 -1.266 0.004
C -3.736 -2.866 1.715 0.000
C 3.159 0.939 0.119 0.007
C -1.003 5.081 -2.087 0.000
C -1.803 -2.230 0.384 0.014
C 2.513 3.077 -0.898 0.007
C 0.409 1.837 1.953 0.092
C 0.573 -3.999 -3.134 0.001
C 0.588 -3.941 1.872 0.003
C -3.993 -2.467 -0.657 0.000
C 2.006 1.005 -2.049 0.012
C 2.232 -3.881 3.653 0.000
C 0.213 5.547 -2.597 0.007
C -2.375 -2.566 1.624 0.004
C 1.330 -4.600 2.856 0.002
C -4.548 -2.816 0.577 0.003
C 2.362 -2.498 3.490 0.000
C 1.296 3.808 -1.356 0.011
C -2.310 3.427 -0.685 0.019
C -0.054 -3.423 -2.025 0.004
C -3.243 0.859 0.272 0.020
C 1.386 4.911 -2.194 0.001
C -2.637 -2.154 -0.750 0.003
C 0.674 -2.636 -1.117 0.021
C 1.955 -3.873 -3.305 0.002
C 2.708 -3.160 -2.363 0.000
C -2.383 2.889 2.119 0.019
C -1.024 3.947 -1.274 0.011
C 0.741 -2.555 1.692 0.022
C 1.602 -1.827 2.525 0.003
H 3.299 1.516 1.043 0.001
H 0.261 6.402 -3.271 0.000
H -4.610 -2.446 -1.562 0.000
H 4.110 0.880 -0.433 0.002
H -1.747 -2.629 2.517 0.000
H -3.102 0.022 0.972 0.000
H -0.097 -4.506 1.236 0.000
H 3.792 -3.077 -2.476 0.000
H -2.864 4.220 -0.248 0.002
H 1.675 -0.742 2.419 0.001
H -1.939 5.560 -2.380 0.000
H -3.176 0.470 -0.753 0.000
H 2.831 -4.408 4.400 0.000
H 1.603 -0.004 -1.925 0.003
H -2.215 -1.847 -1.712 0.000
H 2.986 0.987 -2.546 0.003
H -4.262 1.248 0.404 0.005
H 1.204 -5.675 2.992 0.000
H 3.061 -1.929 4.111 0.000
H 2.440 -4.330 -4.169 0.000
H 3.314 3.218 -1.643 0.001
H -1.744 3.766 2.280 0.000
H 2.686 -2.057 -0.514 0.000
H -2.180 2.154 2.912 0.000
H 2.375 5.213 -2.532 0.000
H -3.449 3.168 2.112 0.004
H -4.165 -3.166 2.677 0.000
H 1.320 1.589 -2.672 0.001
H 2.786 -0.061 0.369 0.002
H -5.609 -3.067 0.642 0.000
H -2.938 2.963 -1.468 0.000
H -1.117 -3.587 -1.868 0.000
H -0.028 -4.557 -3.857 0.000
H 1.138 5.368 2.688 0.017
H 2.869 3.450 0.065 0.003

---

Record 6
71
Properties=species:S:1:pos:R:3:nbo_charge:R:1 method="wB97M-V/def2-TZVPD" energy_ev=-51080.2800 e_lumo_ev=0.6 relative_energy_kcal_mol=5.5 mol_weight_da=501.70 smiles="CC(=O)Nc1ccc(SC[C@H](Cc2ccccc2)N2CCN(CCc3ccccc3)CCC2=O)cc1"
S -1.031 1.948 2.457 0.218
O 1.861 8.253 2.374 -0.599
O 1.826 0.876 -0.232 -0.654
N 0.047 -0.255 0.579 -0.466
N -1.151 -1.916 -1.858 -0.456
N -0.146 7.737 1.417 -0.600
C 0.643 1.208 2.460 -0.525
C 0.766 0.304 -0.422 0.706
C -2.515 -7.366 -3.578 -0.223
C 0.676 5.625 2.350 -0.189
C 1.820 -4.802 0.268 -0.244
C -0.769 -5.545 -4.706 -0.213
C 0.631 9.994 1.267 -0.713
C 2.550 -2.515 0.231 -0.234
C -1.988 -6.343 -2.811 -0.164
C -1.107 -5.422 -3.364 -0.024
C -1.294 -6.567 -5.476 -0.204
C 2.501 -3.769 -0.354 -0.158
C 1.942 -0.907 2.060 -0.434
C 1.195 -4.576 1.483 -0.210
C -0.693 3.659 2.159 -0.180
C -1.664 4.403 1.499 -0.214
C 0.470 4.280 2.592 -0.219
C 0.097 -1.303 -2.270 -0.219
C -1.518 -3.073 -2.644 -0.188
C -1.263 -0.822 0.346 -0.219
C -1.466 5.747 1.267 -0.224
C -1.224 -2.143 -0.429 -0.232
C 1.923 -2.278 1.448 -0.015
C 0.198 0.159 -1.819 -0.504
C -0.572 -4.291 -2.541 -0.457
C -2.169 -7.481 -4.914 -0.223
C -0.291 6.373 1.686 0.121
C 1.248 -3.323 2.069 -0.219
C 0.875 8.580 1.756 0.684
C 0.562 -0.228 1.943 -0.028
H -0.784 0.628 -1.891 0.229
H 0.884 0.691 -2.481 0.239
H -1.577 -2.760 -3.691 0.195
H -0.280 10.393 1.707 0.226
H -2.521 -3.380 -2.334 0.196
H -0.919 8.144 0.908 0.394
H -0.383 -2.746 -0.051 0.188
H 0.419 -4.005 -2.895 0.210
H -2.259 -6.259 -1.767 0.198
H 1.779 -5.779 -0.191 0.217
H -0.492 -4.593 -1.495 0.216
H 2.996 -3.942 -1.300 0.207
H 1.272 1.801 1.799 0.259
H -1.020 -6.652 -6.517 0.212
H -1.891 -0.111 -0.199 0.214
H 1.225 3.724 3.125 0.217
H 0.974 -1.855 -1.894 0.181
H -3.196 -8.077 -3.133 0.211
H 3.079 -1.709 -0.256 0.225
H 0.123 -1.327 -3.362 0.205
H -1.730 -0.993 1.316 0.215
H 2.195 -0.971 3.120 0.216
H -0.148 -0.786 2.560 0.205
H -0.084 -4.836 -5.149 0.206
H -2.153 -2.684 -0.230 0.201
H 0.666 -5.378 1.976 0.214
H 0.534 10.007 0.184 0.226
H 1.470 10.620 1.558 0.243
H -2.225 6.319 0.751 0.204
H 0.763 -3.155 3.020 0.208
H 1.582 6.101 2.683 0.251
H 2.683 -0.286 1.557 0.249
H -2.571 3.919 1.172 0.220
H -2.579 -8.281 -5.514 0.212
H 1.033 1.222 3.478 0.215